{
  "formula": "C2H5NOP2",
  "method": "ωB97M-V/def2-TZVPD",
  "s2": 2.01,
  "energy_ha": -891.72737,
  "spin_multiplicity": 3,
  "homo_lumo_gap_ha": [0.2880, 0.2308],
  "e_above_lowest_kj_mol": 0.0,
  "elements": ["C", "C", "N", "O", "P", "P", "H", "H", "H", "H", "H"],
  "positions_angstrom": [[1.645, 1.523, 0.027], [1.190, 0.124, -0.106], [-1.037, -1.105, -0.081], [2.445, 0.571, 0.639], [-0.121, -0.479, 1.026], [-2.476, -1.942, 0.017], [2.064, 2.008, -0.852], [1.106, 2.194, 0.691], [1.411, -0.411, -1.021], [-3.239, -1.088, 0.826], [-2.988, -1.396, -1.165]],
  "nbo_charge": [-0.10, -0.26, -1.06, -0.49, 0.82, 0.59, 0.18, 0.18, 0.23, -0.07, -0.03]
}